[1]
Density functional theory data (ωB97M-V with the def2-TZVPD basis set) for a molecular structure, C44H39MnN4O3P2 at a distorted geometry.

Geometry as XYZ:
```
93
Properties=species:S:1:pos:R:3
Mn -0.7468 -0.7949 0.7030
P -0.1996 1.6313 0.1265
P -0.3964 -0.3885 -1.7657
O 5.4571 -1.5591 2.5827
O -0.8930 -0.7753 2.6333
O 1.1229 -0.9928 0.8457
N -0.9998 -2.7572 0.5315
N -3.2526 -2.1250 0.3206
N -0.3803 1.3391 -1.5658
N -2.7676 -0.9737 0.4908
C -5.6304 2.1126 0.3964
C -1.2530 -1.7343 -4.0115
C 1.8720 -1.1623 1.8858
C -4.3807 2.3261 0.9542
C 1.9909 -1.7879 -1.9721
C -3.3279 -0.0001 -4.6243
C 6.0089 -1.4104 1.2813
C -2.0578 -1.9790 -5.1111
C 4.1212 -1.4782 2.7075
C -0.0132 -0.9780 3.5082
C 4.2258 2.5822 0.8676
C 1.2544 -0.7092 -2.4431
C -0.0610 -3.7053 0.6354
C 3.6385 -1.5941 4.0348
C 2.0601 1.9185 1.6622
C -1.6563 5.4288 -0.4935
C -5.9644 0.8590 -0.1103
C 3.2598 -1.2911 1.6530
C -5.0489 -0.1767 -0.0814
C -1.7307 4.9635 1.8626
C 3.7362 2.6285 -0.4303
C 3.3852 2.2326 1.9163
C -1.4707 -0.6105 -3.2124
C -3.7870 0.0578 0.4546
C -3.4575 1.2892 0.9866
C -1.9575 5.8282 0.7996
C 2.3066 -1.4597 4.2681
C 1.7914 0.1116 -3.4339
C -3.0917 -1.1066 -5.4239
C 3.2615 -2.0417 -2.4749
C -0.5489 -0.9376 4.9162
C 1.3695 -1.2145 3.2228
C -0.3765 -5.0520 0.5777
C -0.9212 3.2882 0.3265
C -2.5270 0.2424 -3.5165
C 2.4035 2.3339 -0.6830
C -1.1315 4.1660 -0.7317
C -1.2211 3.6976 1.6248
C 1.5651 1.9675 0.3624
C 3.7977 -1.2088 -3.4431
C -2.6768 -4.4626 0.3043
C -2.2731 -3.1400 0.3849
C -1.7002 -5.4385 0.4055
C 3.0601 -0.1329 -3.9268
H -2.4991 1.4159 1.4686
H 3.7659 2.1893 2.9284
H -1.1151 -1.8529 5.0973
H -0.8667 3.8847 -1.7434
H -1.9539 5.2738 2.8747
H -2.7640 1.1003 -2.8976
H -2.3632 6.8142 0.9809
H 0.2022 -0.8333 5.6893
H -1.2267 1.7791 -1.9131
H -1.8733 -2.8472 -5.7289
H 0.4124 -5.7843 0.6696
H 7.0867 -1.4470 1.4077
H 3.8285 -2.8874 -2.1080
H 1.2122 0.9446 -3.8145
H 3.4750 0.5077 -4.6934
H -6.9450 0.6887 -0.5327
H 4.3903 2.9038 -1.2473
H 0.9511 -3.3539 0.7710
H 5.6861 -2.2241 0.6279
H -5.3003 -1.1479 -0.4809
H -4.1137 3.2880 1.3697
H -6.3521 2.9174 0.3597
H 1.4153 1.6200 2.4821
H 4.7909 -1.3975 -3.8291
H 5.2630 2.8213 1.0638
H 4.3427 -1.7773 4.8328
H -1.2500 -0.1069 4.9796
H -0.4365 -2.4104 -3.7874
H 2.0166 2.3804 -1.6911
H -3.7130 -1.2912 -6.2898
H 1.5772 -2.4238 -1.2033
H -1.8187 6.1059 -1.3215
H -1.0536 3.0246 2.4595
H -1.9679 -6.4850 0.3582
H -4.1389 0.6766 -4.8563
H 5.7186 -0.4520 0.8445
H 3.5951 -1.1946 0.6308
H 1.9590 -1.5548 5.2853
H -3.7242 -4.6909 0.1785
```

Properties
multiplicity	2
HOMO energy (alpha / beta)	-10.17 / -9.96	eV
molar mass	788.71	u
strongest force on any atom	1.2	eV/A
total charge	+1

Results of the Löwdin charge analysis, in e, for atoms 1 through 6: Mn 0.395; P 0.975; P 1.000; O -0.054; O -0.076; O -0.215



[2]
Density functional theory data (ωB97M-V with the def2-TZVPD basis set) for a single C3HClFNOS molecule at a distorted geometry.

Geometry as XYZ:
```
9
Properties=species:S:1:pos:R:3
Cl -1.6205 0.5783 1.0110
S 1.6535 1.4958 -0.1412
F 0.3598 -0.9816 1.5225
O 0.5571 -0.3139 -1.6905
N -0.3540 -1.4083 -1.6649
C -0.7931 -1.5049 -0.4812
C 0.6531 0.2785 -0.4919
C -0.2973 -0.4761 0.4446
H -1.5008 -2.3455 -0.2796
```

Properties
multiplicity	1
HOMO energy	-9.67	eV
molar mass	153.56	u
strongest force on any atom	2.4	eV/A
ΔE to the lowest compared entry with this formula, charge and spin	1.474	eV
SMILES	F[C@]1(Cl)C=NOC1=S

Results of the Löwdin charge analysis, in e, for atoms 1 through 6: Cl 0.735; S 0.808; F 0.028; O -0.066; N 0.143; C -0.128



[3]
Density functional theory data (ωB97M-V with the def2-TZVPD basis set) for a molecular structure, C19H28FeNPS at a distorted geometry.

Geometry as XYZ:
```
51
Properties=species:S:1:pos:R:3
Fe 0.3572 -1.2184 0.1819
S -1.7805 -1.4125 0.5753
P 2.2994 -0.9973 -0.8973
N -1.2735 3.5062 0.0022
C 1.9498 0.5101 -1.8550
C -1.7378 2.9833 -1.2590
C -2.1897 -4.0266 0.1828
C -3.4655 -3.6628 -2.2909
C 2.1845 1.9328 3.3048
C -1.2806 1.6578 1.8291
C 0.9734 0.5921 1.1685
C 2.3402 0.4729 1.4248
C -2.6425 -5.1289 -0.5328
C -3.2719 -4.9460 -1.7695
C -1.8178 3.0126 1.2338
C 0.8553 2.2000 2.9754
C -2.3505 -2.7346 -0.3610
C -0.0857 4.3041 0.0292
C 2.9251 1.0136 2.5733
C 3.2314 -0.3886 0.5766
C -3.0183 -2.5419 -1.5906
C 0.2113 1.4824 1.9382
C 3.3928 -2.0750 -1.8270
H -2.0110 1.9141 -1.1718
H -0.9658 3.1385 -2.0325
H -2.9012 2.8635 1.0164
H 4.1319 0.1623 0.2696
H -1.6918 1.6043 2.8712
H -0.3285 5.3801 0.1166
H 0.4785 4.1557 -0.9018
H 0.7193 -2.7524 -0.3634
H 2.8620 0.8774 -2.3484
H 4.4462 -1.9224 -1.5539
H -2.5082 -6.1299 -0.1295
H 0.3079 2.9416 3.5712
H -1.6497 3.8067 2.0079
H 1.5497 1.2853 -1.1859
H 3.2578 -1.8805 -2.9002
H 3.9527 0.7537 2.8472
H 0.5368 4.0492 0.8951
H -3.1477 -1.5205 -1.9513
H -3.9705 -3.5457 -3.2490
H 3.1201 -3.1209 -1.6303
H -3.6198 -5.8116 -2.3285
H 1.1748 0.2758 -2.6066
H -2.6524 3.4958 -1.6117
H 0.3283 -2.4042 -1.0026
H -1.7046 -4.1089 1.1562
H 3.5573 -1.2570 1.1778
H 2.6417 2.4184 4.1574
H -1.7197 0.7961 1.2680
```

Properties
multiplicity	5
HOMO energy (alpha / beta)	-6.62 / -7.20	eV
molar mass	389.33	u
strongest force on any atom	3.1	eV/A

Results of the Löwdin charge analysis, in e, for atoms 1 through 6: Fe 0.263; S 0.684; P 0.772; N -0.299; C -0.242; C -0.093



[4]
Density functional theory data (ωB97M-V with the def2-TZVPD basis set) for a molecular structure, C20H26ClMnN at a distorted geometry.

Geometry as XYZ:
```
49
Properties=species:S:1:pos:R:3
Mn -0.6494 0.4250 -0.6273
Cl -3.2339 -0.5009 -2.2032
N 2.0039 -1.4389 2.0131
C 1.4548 0.4095 -0.9954
C -5.7583 -1.6740 -2.0915
C -0.0868 -0.7536 -2.3033
C -0.9266 2.1181 0.6420
C -4.4377 -2.0133 -4.1961
C -2.3142 0.2373 0.6780
C 3.0318 -0.7137 2.5344
C 5.3219 0.1127 2.3836
C -2.1992 1.6086 0.2026
C -1.0987 -0.0920 1.3878
C 0.8217 1.3571 -1.8704
C 0.9017 -0.8961 -1.2606
C 5.1768 0.7916 3.6082
C -0.1418 0.6531 -2.6770
C 2.9138 -0.0997 3.8071
C 3.9721 0.6548 4.3243
C -4.8163 -1.0208 -3.0998
C -5.4488 0.2353 -3.6919
C -0.2477 1.0743 1.3615
C 4.2722 -0.6413 1.8627
H 3.8509 1.1129 5.3100
H -4.7704 0.7294 -4.3910
H -0.7272 1.0889 -3.4827
H 1.0973 -1.4930 2.4426
H -2.9713 2.1842 -0.3107
H -5.3126 -2.5724 -1.6578
H 2.0819 -1.8538 1.0840
H -5.7259 0.9436 -2.9075
H -6.3612 -0.0162 -4.2419
H 2.3217 0.6047 -0.3666
H 0.6671 1.1904 1.9428
H -6.0211 -0.9835 -1.2866
H -0.6199 -1.5777 -2.7651
H -5.3240 -2.3162 -4.7637
H 1.1095 2.4011 -1.9859
H 6.0089 1.3738 4.0284
H -6.6915 -1.9764 -2.5795
H -3.9989 -2.9200 -3.7725
H 4.3838 -1.2406 0.9525
H -0.5893 3.1520 0.5499
H -3.7305 -1.5744 -4.9037
H -3.1843 -0.4124 0.6039
H 1.2591 -1.8370 -0.8487
H 6.2648 0.1373 1.8342
H 1.9953 -0.2724 4.3777
H -0.9163 -1.0142 1.9452
```

Properties
multiplicity	4
HOMO energy (alpha / beta)	-15.06 / -14.95	eV
molar mass	370.83	u
strongest force on any atom	2.6	eV/A
total charge	+2

Results of the Löwdin charge analysis, in e, for atoms 1 through 6: Mn 0.554; Cl 0.682; N 0.145; C -0.119; C -0.105; C -0.136